Below is 2 unconnected molecules or ions with the total composition C3H2O4 in a non-equilibrium geometry, with properties calculated with ωB97M-V with the def2-TZVPD basis set.

Positions of all 9 atoms, in Å:
O -1.385 -2.514 1.447
O -1.357 0.002 -1.175
C 1.902 1.256 -0.139
C -1.274 -1.554 0.775
H -0.746 0.767 -1.261
O 2.516 0.436 0.351
C -0.923 -0.541 0.074
H -0.092 0.092 0.697
O 1.359 2.057 -0.768

Output
Energy relative to the best compared isomer or geometry (same formula, charge and spin) in kcal/mol: 8.6
HOMO (alpha / beta) in eV: -6.601 / -12.890
Charge: 0
Kohn-Sham gap (alpha / beta) in eV: 6.9 / 11.0
Spin multiplicity: 3

Here are the natural (NBO) charges for atoms 1 to 8, given in e: number 1, O, carries -0.405; number 2, O, carries -0.620; number 3, C, carries 1.014; number 4, C, carries 0.362; number 5, H, carries 0.488; number 6, O, carries -0.487; number 7, C, carries 0.069; number 8, H, carries 0.114

Below is 6 unconnected molecules or ions with the total composition H11O5S in a non-equilibrium geometry, with properties calculated with ωB97M-V with the def2-TZVPD basis set.

Positions of all 17 atoms, in Å:
H -0.068 -1.913 -0.720
H -0.560 -0.627 1.683
H 0.826 1.266 1.660
S 1.625 -1.211 0.739
O -1.336 -1.094 2.036
H 2.890 -0.947 0.393
H 0.367 -0.505 -2.381
O -1.011 -2.106 -0.895
O -0.074 1.595 1.541
H -1.130 1.473 -0.820
H -2.021 -0.444 2.200
H 1.294 0.055 -1.279
H -0.079 2.101 0.720
O 1.045 0.158 -2.224
O -0.602 2.213 -1.124
H 0.238 1.903 -1.488
H -1.405 -1.917 -0.041

Output
Energy relative to the best compared isomer or geometry (same formula, charge and spin) in kcal/mol: 14.9
HOMO in eV: -4.072
Charge: -1
Kohn-Sham gap in eV: 7.8

Here are the natural (NBO) charges for atoms 1 to 8, given in e: number 1, H, carries 0.494; number 2, H, carries 0.513; number 3, H, carries 0.493; number 4, S, carries -1.034; number 5, O, carries -0.983; number 6, H, carries 0.115; number 7, H, carries 0.481; number 8, O, carries -1.008

Below is 4 unconnected molecules or ions with the total composition C25H56INO11 in a non-equilibrium geometry, with properties calculated with ωB97M-V with the def2-TZVPD basis set.

Positions of all 94 atoms, in Å:
H -1.913 -2.258 1.055
C 10.796 5.529 -2.979
H 10.845 3.253 2.802
H -4.675 1.106 3.249
O -3.946 -0.481 -0.904
H -10.275 -5.355 0.720
C 11.783 3.426 2.263
H 8.561 4.928 -2.172
C 5.068 0.064 2.664
H -9.295 -1.702 0.729
H -1.347 1.459 2.295
C 9.155 5.244 -1.308
H 9.529 4.505 0.709
H -11.675 -3.524 0.472
C 6.392 0.508 0.762
H 1.597 -1.252 -0.484
O 5.460 -0.372 1.368
H -2.179 1.016 -0.629
C -7.984 -0.896 -2.212
C -10.277 -1.969 0.183
H -12.645 -5.015 -2.905
N -10.736 -3.244 0.768
H 12.142 4.425 2.517
C -11.157 -2.119 -2.386
H 3.143 -4.238 1.229
H -9.083 -4.311 1.644
H 3.567 -1.511 2.812
H -2.988 0.785 3.680
C -11.607 -4.785 -2.497
H 10.517 6.562 -3.204
H -11.592 -3.342 -4.200
I -13.132 -1.827 -1.542
H 5.989 1.524 0.720
H -10.995 -1.116 0.467
C 2.492 0.095 0.934
O 10.544 5.234 -1.616
H -4.739 0.526 -2.490
H -1.948 2.762 1.234
C 2.327 -3.532 1.062
C -3.132 -1.599 -0.564
C 1.909 -1.262 0.566
H -4.823 -1.249 -2.614
H -2.970 -0.935 1.507
H -3.555 2.474 3.456
O 11.571 3.378 0.865
H 9.898 1.361 -1.202
H 10.409 1.690 1.242
C 8.862 4.314 -0.133
H 5.081 1.156 2.729
O 8.856 2.931 -0.488
C 11.004 2.142 0.442
H -11.724 -4.609 -1.380
H 8.883 6.270 -1.038
H 5.783 -0.350 3.383
O -9.268 -0.690 -1.655
C -10.993 -3.500 -3.229
O -1.210 -0.456 0.490
C -1.991 1.686 1.439
H 1.038 -1.466 1.196
C 10.127 2.346 -0.786
H 6.563 0.167 -0.260
C 3.665 -0.440 2.994
H -10.871 -5.654 -2.613
H 3.433 0.292 0.419
C -1.500 0.919 0.219
H -3.797 -2.452 -0.390
H 12.533 2.689 2.563
H 7.847 4.528 0.215
H -2.440 -1.839 -1.377
C -4.204 -0.406 -2.296
H 1.756 -3.446 1.993
O -7.840 -1.272 -3.388
O -3.349 1.362 1.723
H 1.787 0.864 0.603
H -3.267 -0.384 -2.861
C -9.926 -1.990 -1.371
H -9.903 -3.642 -3.569
H -9.067 -4.343 -0.211
H 1.687 -3.906 0.258
H 10.640 2.904 -1.570
C -3.647 1.443 3.104
H -9.157 -2.778 -1.679
H 11.833 1.471 0.189
H 10.253 4.835 -3.629
H -7.092 -0.691 -1.513
H -11.014 -1.292 -3.173
H -0.547 1.357 -0.092
C -2.333 -1.310 0.705
O 2.892 -2.285 0.708
C -9.738 -4.336 0.708
H 7.340 0.496 1.307
H 11.864 5.400 -3.159
H 3.501 -0.287 4.065
O 2.628 0.295 2.345

Output
HOMO in eV: -8.928
Charge: 0
SMILES: CC[C@@H](I)[C@H](CNC)OC=O.COCCOCCOC.COCCOCCOC.COCCOCCOC
Kohn-Sham gap in eV: 9.3

Here are the Mulliken charges for atoms 1 to 8, given in e: number 1, H, carries 0.422; number 2, C, carries -0.783; number 3, H, carries 0.340; number 4, H, carries 0.229; number 5, O, carries -0.215; number 6, H, carries 0.325; number 7, C, carries -0.788; number 8, H, carries 0.367

Below is 2 unconnected molecules or ions with the total composition CH6N3 in a non-equilibrium geometry, with properties calculated with ωB97M-V with the def2-TZVPD basis set.

Positions of all 10 atoms, in Å:
N 0.655 -0.840 1.127
H 0.065 2.027 -1.475
H -1.914 -1.062 0.747
H -2.067 0.237 -0.430
N -1.518 -0.271 0.207
H 1.620 -0.815 0.822
H 0.053 -1.563 1.619
H 1.307 2.152 -0.438
C -0.205 -0.184 0.291
N 0.862 1.541 -1.131

Output
Energy relative to the best compared isomer or geometry (same formula, charge and spin) in kcal/mol: 119.4
HOMO (alpha / beta) in eV: -16.011 / -15.325
Charge: +1
Kohn-Sham gap (alpha / beta) in eV: 9.7 / 9.9

Here are the natural (NBO) charges for atoms 1 to 8, given in e: number 1, N, carries -0.794; number 2, H, carries 0.327; number 3, H, carries 0.422; number 4, H, carries 0.454; number 5, N, carries -0.772; number 6, H, carries 0.471; number 7, H, carries 0.432; number 8, H, carries 0.339

Below is a molecular structure, C30H40O6RuSe, with properties calculated with ωB97M-V with the def2-TZVPD basis set.

Positions of all 78 atoms, in Å:
C 2.884 -6.157 4.144
H 3.960 -2.072 5.135
H 2.707 -3.709 4.291
H 0.537 -6.728 1.683
O 1.115 4.123 1.191
C 0.983 -6.783 2.677
H -4.210 -0.819 2.698
C -2.381 -1.668 -0.041
H -5.169 -3.523 0.441
Se 0.308 -2.382 -0.720
O -1.970 -0.419 -0.061
C -3.289 -4.377 -0.076
H -5.522 -7.027 0.209
H -6.175 -2.046 1.679
C 1.408 -1.760 1.849
H 1.300 0.472 5.273
H -4.946 0.678 2.103
C 1.118 -2.810 0.962
O 1.176 -0.499 1.557
H 3.832 -5.625 4.249
C 1.056 -0.303 4.540
C 2.340 -1.020 4.100
C 2.278 -5.964 2.753
H 4.235 -0.506 3.172
H -2.469 -6.395 -1.774
H -1.256 -4.844 -0.604
H 3.491 -7.565 1.919
H 4.209 -5.951 1.754
C 1.405 -4.136 1.243
H 2.865 0.457 2.585
C -2.953 -6.647 0.924
C 3.306 -0.009 3.465
H -6.770 -0.500 1.072
H 0.554 0.162 3.694
C 0.943 3.119 0.585
O -0.990 2.117 -0.972
H -5.867 -5.437 -0.479
H 1.180 -7.836 2.901
H -3.848 -7.474 -1.526
C -3.524 -6.429 -1.496
H 0.367 -1.010 5.009
C 3.012 -1.576 5.360
C -5.239 -5.971 0.237
Ru 0.045 0.173 -0.081
H 3.075 -7.220 4.313
H -6.551 -1.849 -0.043
C -1.531 -2.749 -0.328
C 2.002 -2.115 3.086
H 3.553 0.774 4.188
H 2.369 -2.283 5.889
C -4.136 -3.306 0.219
C -4.707 -0.845 0.583
H -3.790 0.586 -0.782
H 0.246 -6.408 3.391
C 1.978 -4.495 2.453
C -0.909 3.164 -0.350
C 3.272 -6.512 1.720
H 1.170 -4.888 0.497
C 2.259 -3.456 3.343
H 2.873 -6.435 0.707
H -3.276 -7.692 0.922
H 2.208 -5.809 4.929
C -6.130 -1.352 0.835
C -1.968 -4.064 -0.357
H -1.885 -6.624 0.702
O 1.450 2.057 0.263
H -5.468 0.958 -0.346
H -5.120 -0.349 -1.490
C -4.768 0.152 -0.584
C -4.243 -0.123 1.856
H -3.089 -6.242 1.929
H -4.085 -5.871 -2.249
O -1.461 4.184 -0.106
H -5.461 -5.591 1.236
C -3.734 -1.976 0.246
H -3.252 0.309 1.725
H 3.225 -0.747 6.039
C -3.754 -5.834 -0.101

Output
HOMO (alpha / beta) in eV: -4.942 / -5.135
Charge: -1
Kohn-Sham gap (alpha / beta) in eV: 7.3 / 7.0
Spin multiplicity: 6

Here are the natural (NBO) charges for atoms 1 to 8, given in e: number 1, C, carries -0.606; number 2, H, carries 0.202; number 3, H, carries 0.206; number 4, H, carries 0.206; number 5, O, carries -0.549; number 6, C, carries -0.597; number 7, H, carries 0.199; number 8, C, carries 0.412

Below is a molecular structure, C3MnO4 in a non-equilibrium geometry, with properties calculated with ωB97M-V with the def2-TZVPD basis set.

Positions of all 8 atoms, in Å:
O 2.004 -0.714 0.356
O -3.504 -1.122 -2.092
O 1.686 2.246 1.331
C 1.538 0.183 1.285
C 2.034 1.129 2.023
C -2.522 -0.853 -1.569
Mn 0.286 -0.313 -0.292
O -1.522 -0.555 -1.044

Output
Energy relative to the best compared isomer or geometry (same formula, charge and spin) in kcal/mol: 0.0
HOMO (alpha / beta) in eV: -7.991 / -6.520
Charge: 0
Kohn-Sham gap (alpha / beta) in eV: 7.4 / 5.9
Spin multiplicity: 6

Charges per atom according to natural (NBO) partitioning, unit e: number 1, O, carries -0.686; number 2, O, carries -0.422; number 3, O, carries -0.431; number 4, C, carries 0.083; number 5, C, carries 0.238; number 6, C, carries 1.093; number 7, Mn, carries 0.742; number 8, O, carries -0.616